No. 1
ORCA calculation (wB97M-V/def2-TZVPD) on 2 unconnected molecules or ions with the total composition BrCl2P at a distorted geometry.

ΔE to the lowest compared entry with this formula, charge and spin ... 7.7 kcal/mol
HOMO-LUMO gap (alpha / beta) ... 5.7 / 5.7 eV
HOMO energy (alpha / beta) ... -9.1382 / -9.1421 eV

```
! wB97M-V def2-TZVPD RIJCOSX def2/J DEFGRID3
* xyz 0 1
P 0.23960 -1.02124 0.53173
Cl -2.12629 0.94701 -0.82146
Cl 1.03838 -0.73816 -1.20343
Br 0.84830 0.81239 1.49316
*
```

=====

No. 2
ORCA calculation (wB97M-V/def2-TZVPD) on 2 unconnected molecules or ions with the total composition BrClHOP at a distorted geometry.

ΔE to the lowest compared entry with this formula, charge and spin ... 0.3 kcal/mol
HOMO-LUMO gap (alpha / beta) ... 8.2 / 7.2 eV
HOMO energy (alpha / beta) ... -7.6721 / -11.1719 eV

```
! wB97M-V def2-TZVPD RIJCOSX def2/J DEFGRID3
* xyz 0 3
O 0.42902 0.57122 -0.21970
P 1.40431 -0.49031 -0.18169
Cl -2.38097 -0.47335 0.53421
Br 3.35430 0.41802 0.43446
H -2.80666 -0.02558 -0.56728
*
```

=====

No. 3
ORCA calculation (wB97M-V/def2-TZVPD) on BrClINO in the gas phase at a distorted geometry.

ΔE to the lowest compared entry with this formula, charge and spin ... 71.2 kcal/mol
HOMO-LUMO gap ... 8.5 eV
HOMO energy ... -9.6989 eV

```
! wB97M-V def2-TZVPD RIJCOSX def2/J DEFGRID3
* xyz 0 1
N 0.08229 0.46304 0.53638
O -0.87691 -0.28038 -0.65016
Cl -1.19887 -1.84227 -0.27802
Br 0.12608 2.17396 0.21329
I 1.86742 -0.51436 0.17851
*
```

=====

No. 4
ORCA calculation (wB97M-V/def2-TZVPD) on 2 unconnected molecules or ions with the total composition BrClO2P at a distorted geometry.

ΔE to the lowest compared entry with this formula, charge and spin ... 59.7 kcal/mol
HOMO-LUMO gap ... 3.2 eV
HOMO energy ... -3.6266 eV

```
! wB97M-V def2-TZVPD RIJCOSX def2/J DEFGRID3
* xyz -1 1
O -1.02096 1.24444 -1.21087
O -0.94758 0.94403 1.36443
P -0.83179 0.43060 -0.00575
Cl 4.75602 -1.11691 0.05706
Br -1.95569 -1.50216 -0.20487
*
```

=====

No. 5
ORCA calculation (wB97M-V/def2-TZVPD) on a molecular structure, BrCoH10O5 at a distorted geometry.

ΔE to the lowest compared entry with this formula, charge and spin ... 0.0 kcal/mol
HOMO-LUMO gap (alpha / beta) ... 8.6 / 8.5 eV
HOMO energy (alpha / beta) ... -12.2246 / -12.1456 eV

```
! wB97M-V def2-TZVPD RIJCOSX def2/J DEFGRID3
* xyz 1 4
Co 15.69395 -14.54682 -5.02401
Br 14.00337 -15.82896 -6.34966
O 16.25421 -16.28658 -3.85254
H 15.65003 -16.99741 -3.63825
H 16.90834 -16.30884 -3.15407
O 14.21359 -14.48658 -3.42964
H 14.12950 -14.11394 -2.55197
H 13.46967 -15.08365 -3.50914
O 15.15797 -12.65124 -5.91327
H 15.34226 -11.73198 -5.72027
H 14.36531 -12.62965 -6.44941
O 17.22393 -13.40785 -4.12663
H 18.12563 -13.72891 -4.11749
H 17.28248 -12.51802 -3.77879
O 17.27217 -15.03698 -6.42354
H 18.03628 -14.55346 -6.73750
H 17.28631 -15.85598 -6.91878
*
```

=====

No. 6
ORCA calculation (wB97M-V/def2-TZVPD) on BrF2PS in the gas phase at a distorted geometry.

ΔE to the lowest compared entry with this formula, charge and spin ... 1.4 kcal/mol
HOMO-LUMO gap ... 9.9 eV
HOMO energy ... -10.7761 eV

```
! wB97M-V def2-TZVPD RIJCOSX def2/J DEFGRID3
* xyz 0 1
F -0.34506 -0.58239 -1.38887
F -0.58909 -1.24712 1.17873
P -0.04960 0.17754 -0.00105
S -1.03665 1.79843 0.15625
Br 2.02040 -0.14646 0.05495
*
```

=====

No. 7
ORCA calculation (wB97M-V/def2-TZVPD) on a molecular structure, BrFe at a distorted geometry.

HOMO-LUMO gap (alpha / beta) ... 13.8 / 8.0 eV
HOMO energy (alpha / beta) ... -33.6343 / -32.4502 eV

```
! wB97M-V def2-TZVPD RIJCOSX def2/J DEFGRID3
* xyz 3 7
Fe 1.57368 -19.08640 -11.81957
Br 2.27164 -18.58994 -14.08313
*
```

=====

No. 8
ORCA calculation (wB97M-V/def2-TZVPD) on a molecular structure, BrFeH4O2.

HOMO-LUMO gap (alpha / beta) ... 8.9 / 4.5 eV
HOMO energy (alpha / beta) ... -13.7973 / -14.6745 eV

```
! wB97M-V def2-TZVPD RIJCOSX def2/J DEFGRID3
* xyz 1 7
Fe 3.84318 0.18100 -1.05970
Br 1.51011 -0.56715 -0.28810
O -0.68964 -1.53135 1.82874
H 0.01476 -1.01987 1.43069
H -0.73762 -2.32692 1.29866
O -1.59750 1.49938 -0.98796
H -0.66680 1.42917 -0.77556
H -1.67652 2.33573 -1.44676
*
```

=====

No. 9
ORCA calculation (wB97M-V/def2-TZVPD) on 8 unconnected molecules or ions with the total composition BrH14O7 at a distorted geometry.

ΔE to the lowest compared entry with this formula, charge and spin ... 20.1 kcal/mol
HOMO-LUMO gap ... 9.5 eV
HOMO energy ... -6.4458 eV

```
! wB97M-V def2-TZVPD RIJCOSX def2/J DEFGRID3
* xyz -1 1
Br 0.06659 0.45509 -0.42636
O -0.92741 2.91509 1.64564
H -0.55641 2.13009 1.22464
H -1.85141 2.91509 1.43364
O -2.61141 0.14709 1.64764
H -3.29141 -0.37891 1.21264
H -2.03541 0.51309 0.95464
O 0.68659 -2.95091 -0.55236
H 0.29159 -2.27991 -0.02036
H 0.32559 -2.78291 -1.40536
O 2.42559 -0.36891 -2.56736
H 1.57859 -0.13391 -2.09836
H 2.65359 -1.19791 -2.14736
O -3.04841 -0.52091 -1.99736
H -2.95041 -0.59591 -2.91136
H -2.12641 -0.25091 -1.72336
O 1.88559 -1.13291 1.87464
H 1.55159 -1.87191 2.43464
H 1.21059 -0.83791 1.21264
O 2.61559 2.14109 0.53564
H 2.26559 2.49409 1.34164
H 1.84159 1.59309 0.33164
*
```

=====

No. 10
ORCA calculation (wB97M-V/def2-TZVPD) on 2 unconnected molecules or ions with the total composition BrH2N at a distorted geometry.

ΔE to the lowest compared entry with this formula, charge and spin ... 59.0 kcal/mol
HOMO-LUMO gap (alpha / beta) ... 9.6 / 7.1 eV
HOMO energy (alpha / beta) ... -10.4251 / -11.0260 eV

```
! wB97M-V def2-TZVPD RIJCOSX def2/J DEFGRID3
* xyz 0 1
N -1.06886 -0.15317 0.04578
Br 2.48016 -0.12139 -0.01022
H -1.27022 0.82586 -0.03277
H -0.14108 -0.55130 -0.00279
*
```

=====

No. 11
ORCA calculation (wB97M-V/def2-TZVPD) on 19 unconnected molecules or ions with the total composition BrH36O18 at a distorted geometry.

ΔE to the lowest compared entry with this formula, charge and spin ... 0.7 kcal/mol
HOMO-LUMO gap ... 9.7 eV
HOMO energy ... -7.7331 eV

```
! wB97M-V def2-TZVPD RIJCOSX def2/J DEFGRID3
* xyz -1 1
Br -18.48442 20.23833 5.87254
O -14.36806 20.01247 4.94120
H -15.02187 20.54768 5.39102
H -14.00582 19.45026 5.62598
O -19.87799 19.49473 8.98475
H -19.61691 20.12627 8.31452
H -19.83530 18.64594 8.54432
O -18.39972 17.06389 5.09417
H -18.43444 18.01946 5.13798
H -17.51039 16.84313 5.37092
O -20.32171 22.79307 1.18701
H -20.12840 21.97908 1.65209
H -19.63890 23.40032 1.47208
O -19.53215 15.48970 3.23226
H -19.88111 14.92163 3.91911
H -18.91458 16.06329 3.68598
O -15.25601 20.42020 8.07853
H -14.95761 21.31073 8.26329
H -16.18577 20.51656 7.87236
O -21.92373 19.48155 2.51156
H -21.84721 19.19120 1.60268
H -22.86156 19.43999 2.69862
O -16.24374 24.41364 8.61687
H -16.84372 24.17785 7.90929
H -16.51033 23.86117 9.35168
O -21.47041 22.26610 4.94253
H -20.64055 21.83579 5.14847
H -22.14018 21.65805 5.25545
O -14.72961 18.22848 9.58933
H -14.90443 18.94493 8.97911
H -14.35448 18.65541 10.35955
O -20.26144 16.81570 7.37431
H -20.98100 17.20304 6.87588
H -19.51407 16.84219 6.77684
O -19.50655 20.45508 2.55540
H -18.93957 20.07691 3.22753
H -20.39459 20.31576 2.88437
O -21.76972 24.33702 3.34644
H -21.50567 23.74247 4.04860
H -22.00050 23.76056 2.61797
O -17.75550 15.31600 7.89538
H -17.95778 16.24136 8.03330
H -18.19028 14.86486 8.61904
O -18.11467 23.64770 6.82450
H -18.35069 22.72041 6.79890
H -17.55217 23.77336 6.06027
O -18.16578 19.08161 0.72526
H -17.86940 19.08846 1.63539
H -18.85571 19.74430 0.69256
O -21.34556 18.30344 5.27416
H -20.49272 18.58041 5.60911
H -21.43451 18.75977 4.43745
O -16.58071 18.79155 3.28569
H -16.91513 19.53767 3.78338
H -16.08944 18.27679 3.92593
*
```

=====

No. 12
ORCA calculation (wB97M-V/def2-TZVPD) on BrH3O3Si in the gas phase at a distorted geometry.

ΔE to the lowest compared entry with this formula, charge and spin ... 32.3 kcal/mol
HOMO-LUMO gap ... 10.6 eV
HOMO energy ... -10.3721 eV

```
! wB97M-V def2-TZVPD RIJCOSX def2/J DEFGRID3
* xyz 0 1
O 0.16566 -1.33106 -0.66679
O -0.44189 0.97870 1.16585
O -0.91265 1.38318 -1.35547
Si -1.06168 0.34552 -0.16043
Br -3.07671 -0.35765 0.14333
H -0.08263 -2.03666 -0.10690
H 0.47389 1.32736 0.95560
H -0.83863 1.38017 -2.27873
*
```

=====

Repeat the sixth record exactly.
ORCA calculation (wB97M-V/def2-TZVPD) on BrF2PS in the gas phase at a distorted geometry.

ΔE to the lowest compared entry with this formula, charge and spin ... 1.4 kcal/mol
HOMO-LUMO gap ... 9.9 eV
HOMO energy ... -10.7761 eV

```
! wB97M-V def2-TZVPD RIJCOSX def2/J DEFGRID3
* xyz 0 1
F -0.34506 -0.58239 -1.38887
F -0.58909 -1.24712 1.17873
P -0.04960 0.17754 -0.00105
S -1.03665 1.79843 0.15625
Br 2.02040 -0.14646 0.05495
*
```